Version 1
ORCA calculation (ωB97M-V/def2-TZVPD) on one molecule with the formula C3H3FO2.

```
9
Properties=species:S:1:pos:R:3
O 2.123 -1.665 -1.806
C 1.921 -1.022 -0.851
F 2.808 -0.172 -0.366
C 0.541 -0.919 -0.199
C 0.241 0.401 0.378
O 0.341 -0.790 1.184
H -0.291 -1.376 -0.851
H 1.163 1.001 0.448
H -0.792 0.923 0.134
```

Values from the calculation:
E_LUMO   0.85 eV
SMILES string   O=C(F)[C@@H]1CO1
Orbital gap   0.4431 hartree
Net charge   0
HOMO energy   -11.2 eV

Version 2
ORCA calculation (ωB97M-V/def2-TZVPD) on one molecule with the formula C3H3FO2.

```
9
Properties=species:S:1:pos:R:3
C 1.466 0.160 0.570
C 0.879 -0.088 -0.618
O -0.677 -0.345 -0.704
C -1.833 0.047 -0.065
O -2.155 0.935 0.669
F -2.618 -0.993 -0.390
H 2.556 0.108 0.708
H 0.973 0.268 1.450
H 1.409 -0.092 -1.622
```

Values from the calculation:
E_LUMO   0.84 eV
SMILES string   C=COC(=O)F
Orbital gap   0.4219 hartree
Net charge   0
HOMO energy   -10.6 eV

Version 3
ORCA calculation (ωB97M-V/def2-TZVPD) on one molecule with the formula C3H3FO2.

```
9
Properties=species:S:1:pos:R:3
O -0.183 -1.748 0.657
C -0.856 -0.890 0.190
C -0.325 0.459 -0.260
C 1.157 0.358 -0.125
O 1.740 -0.611 -0.448
F 1.813 1.300 0.596
H -1.988 -1.050 0.187
H -0.482 0.958 -1.199
H -0.877 1.224 0.402
```

Values from the calculation:
E_LUMO   0.68 eV
SMILES string   O=CCC(=O)F
Orbital gap   0.4093 hartree
Net charge   0
HOMO energy   -10.5 eV

Which of them is least stable? Easy: version 2.

Version 1
ORCA calculation (ωB97M-V/def2-TZVPD) on one molecule with the formula CClF3O2S.

```
8
Properties=species:S:1:pos:R:3
O -1.240 -1.298 -1.094
S 0.158 -0.548 -0.785
O 1.457 -1.208 -0.784
Cl 0.096 1.135 -1.778
C -0.079 0.334 0.849
F 1.087 0.848 1.281
F -0.579 -0.568 1.660
F -0.901 1.305 0.652
```

Values from the calculation:
E_LUMO   -0.28 eV
SMILES string   O=S(=O)(Cl)C(F)(F)F
Orbital gap   0.4226 hartree
Net charge   0
HOMO energy   -11.8 eV

Version 2
ORCA calculation (ωB97M-V/def2-TZVPD) on one molecule with the formula CClF3O2S.

```
8
Properties=species:S:1:pos:R:3
O -1.791 -0.048 1.449
S -0.914 0.161 -0.050
O -1.394 -0.482 -1.209
Cl -0.742 2.154 -0.363
C 0.962 -0.401 0.066
F 1.053 -1.251 -0.870
F 1.200 -0.844 1.269
F 1.627 0.711 -0.292
```

Values from the calculation:
E_LUMO   -0.85 eV
SMILES string   O=S(=O)(Cl)C(F)(F)F
Orbital gap   0.3772 hartree
Net charge   0
HOMO energy   -11.1 eV

Which of them is least stable? Easy: version 2.

Version 1
ORCA calculation (ωB97M-V/def2-TZVPD) on a 2-piece molecular cluster, C2H3O3 overall.

```
8
Properties=species:S:1:pos:R:3
C 2.365 -1.955 -0.065
C -0.006 -0.221 0.151
O 2.386 -3.139 -0.013
O 2.758 -0.858 -0.273
O 0.260 -1.581 0.250
H 0.883 0.267 -0.412
H 0.293 0.230 1.141
H -0.976 0.127 -0.249
```

Values from the calculation:
E_LUMO   4.26 eV
Orbital gap   0.2607 hartree
Net charge   -1
HOMO energy   -2.8 eV

Version 2
ORCA calculation (ωB97M-V/def2-TZVPD) on an isolated ion of composition C2H3O3 and charge -1.

```
8
Properties=species:S:1:pos:R:3
C -1.015 0.129 0.053
O 0.166 0.691 -0.513
C 1.336 -0.155 -0.225
O 2.331 0.508 0.088
O 1.136 -1.355 -0.315
H -0.758 0.147 1.131
H -1.324 -0.832 -0.164
H -1.873 0.868 -0.055
```

Values from the calculation:
E_LUMO   4.40 eV
SMILES string   COC(=O)[O-]
Orbital gap   0.3104 hartree
Net charge   -1
HOMO energy   -4.0 eV

Which of them is least stable? Easy: version 1.